No. 1
The molecule C2H5N3O2 at a distorted geometry, computed with ωB97M-V with the def2-TZVPD basis set.

## Properties
Electronic energy, Eh: -393.95577
Lowest unoccupied orbital energy, eV: 0.203
SMILES: [H]/N=C(O)\N=C(\N)O
Multiplicity: 1
Kohn-Sham gap, eV: 9.1
Highest occupied orbital energy, eV: -8.884

CARTESIAN COORDINATES (ANGSTROEM)
O -1.234 0.914 -0.053
O 2.713 -0.157 -0.016
N 1.243 1.345 0.769
N -1.672 -1.223 -0.499
N 0.541 -0.561 -0.422
C 1.454 0.268 0.106
C -0.711 -0.307 -0.233
H -2.185 0.902 -0.239
H -1.263 -2.147 -0.605
H 0.282 1.678 0.636
H 3.263 0.531 0.386
H -2.432 -1.244 0.170

---

No. 2
The molecule C2H5N3O2 at a distorted geometry, computed with ωB97M-V with the def2-TZVPD basis set.

## Properties
Electronic energy, Eh: -393.89582
Lowest unoccupied orbital energy, eV: 0.553
SMILES: [H]/N=C(\N)ONC=O
Multiplicity: 1
Kohn-Sham gap, eV: 10.4
Highest occupied orbital energy, eV: -9.872

CARTESIAN COORDINATES (ANGSTROEM)
O 2.850 0.210 -0.254
O -0.385 -0.831 0.313
N -0.853 1.403 0.009
N 0.808 -0.193 0.633
N -2.443 -0.423 -0.261
C -1.234 0.158 0.004
C 1.747 -0.325 -0.344
H -1.639 1.973 -0.189
H -2.445 -1.403 -0.282
H -3.249 0.052 -0.607
H 1.226 -0.900 -1.129
H 0.727 0.742 1.105

---

No. 3
The molecule C2H5N3O2 at a distorted geometry, computed with ωB97M-V with the def2-TZVPD basis set.

## Properties
Electronic energy, Eh: -393.80243
Lowest unoccupied orbital energy, eV: 0.078
SMILES: [H]/N=C(/N)NOC=O
Multiplicity: 1
Kohn-Sham gap, eV: 10.3
Highest occupied orbital energy, eV: -10.206

CARTESIAN COORDINATES (ANGSTROEM)
O 0.942 -0.956 0.354
O 2.249 0.918 -0.254
N -1.496 -1.095 -0.569
N 0.070 -0.105 1.122
N -1.451 1.214 -0.060
C 1.900 -0.437 -0.406
C -0.949 -0.146 0.096
H -0.666 1.853 -0.451
H -2.284 1.139 -0.556
H 2.377 -1.421 -0.690
H 0.418 0.867 1.308
H -1.112 -1.831 0.106

---

No. 4
The molecule C2H5N3O2 at a distorted geometry, computed with ωB97M-V with the def2-TZVPD basis set.

## Properties
Electronic energy, Eh: -393.68500
Lowest unoccupied orbital energy (spin up / spin down), eV: -1.555 / -0.362
Multiplicity: 1
Kohn-Sham gap (spin up / spin down), eV: 7.8 / 9.3
Highest occupied orbital energy (spin up / spin down), eV: -9.398 / -9.701

CARTESIAN COORDINATES (ANGSTROEM)
O 0.286 -1.144 2.489
O 1.868 -1.651 0.096
N 1.058 -0.734 0.377
N 0.184 -0.732 1.360
N -0.974 1.202 0.659
C 0.583 0.050 -0.754
C -0.880 0.630 -0.644
H -1.762 0.652 1.044
H -1.661 -0.143 -0.974
H 0.781 -0.509 -1.669
H 1.365 0.870 -0.763
H -0.848 1.509 -1.221

---

No. 5
A cluster of 2 separate species, C2H5N3O2 in total at a distorted geometry, computed with ωB97M-V with the def2-TZVPD basis set.

## Properties
Electronic energy, Eh: -393.73692
Lowest unoccupied orbital energy (spin up / spin down), eV: 0.444 / -1.264
Multiplicity: 3
Kohn-Sham gap (spin up / spin down), eV: 6.6 / 9.5
Highest occupied orbital energy (spin up / spin down), eV: -6.147 / -10.799

CARTESIAN COORDINATES (ANGSTROEM)
O 1.043 1.445 -1.104
O 1.098 -0.919 -1.416
N 3.267 1.784 -1.926
N -0.876 0.363 -1.181
N 0.269 -0.160 1.323
C 2.186 1.615 -1.570
C 0.505 0.270 -1.008
H -1.428 -0.329 -0.765
H -0.784 -0.134 1.294
H 0.431 0.784 1.751
H 1.844 -1.300 -0.864
H -1.204 1.330 -1.447

---

No. 6
The molecule C2H5N3O2S at a distorted geometry, computed with ωB97M-V with the def2-TZVPD basis set.

## Properties
Electronic energy, Eh: -791.93627
Lowest unoccupied orbital energy, eV: 0.564
SMILES: C=NO/C(=N/S)NO
Multiplicity: 1
Kohn-Sham gap, eV: 8.8
Highest occupied orbital energy, eV: -8.234

CARTESIAN COORDINATES (ANGSTROEM)
S 2.410 -1.521 0.012
O 2.192 1.796 0.305
O -0.865 0.281 0.046
N 1.023 1.336 -0.392
N 0.777 -1.092 0.329
N -1.780 -0.637 -0.476
C -2.838 -0.532 0.277
C 0.386 0.121 0.019
H 2.902 1.697 -0.393
H 0.226 2.081 -0.287
H 2.327 -2.742 -0.500
H -3.792 -0.984 -0.227
H -2.969 0.196 1.287